Molecular formula: C5H13N2O
Method: DFT, the ωB97M-V functional and the def2-TZVPD basis

```
! wB97M-V def2-TZVPD RIJCOSX def2/J DEFGRID3
* xyz 2 2
C 0.603 -0.200 0.532
C -1.019 0.652 -1.254
H 1.848 -1.758 -1.164
C 1.775 0.153 -0.510
H -1.481 -0.884 1.782
H 2.952 -0.695 -1.939
H 0.386 0.677 2.459
H 1.007 1.764 1.333
C -1.793 -0.802 0.733
H -0.589 1.355 1.324
H -0.843 1.614 -0.763
H -0.480 0.553 -2.186
C -0.670 -0.500 -0.274
H -2.549 -0.014 0.720
H -2.090 0.624 -1.433
N 2.204 -0.810 -1.257
O 2.128 1.335 -0.472
N 0.358 0.997 1.485
H -2.327 -1.734 0.574
H -0.453 -1.369 -0.865
H 1.034 -0.958 1.176
*
```

Largest force on an atom: 1.3 eV/Å
E_HOMO (spin up / spin down): -20.48 / -20.48 eV
⟨S²⟩: 0.76
Lowest unoccupied orbital energy (spin up / spin down): -8.24 / -13.68 eV
Relative energy (zero: lowest compared OMol25 entry of this formula, charge and spin): 174.2 kJ/mol

---

Molecular formula: C5H13N2O
Method: DFT, the ωB97M-V functional and the def2-TZVPD basis

```
! wB97M-V def2-TZVPD RIJCOSX def2/J DEFGRID3
* xyz 2 2
H -0.291 -0.358 -4.613
H -0.019 2.314 0.532
C 0.023 -0.659 1.520
H -0.669 -1.240 -0.849
H -3.901 1.605 8.003
H -0.885 0.409 -1.533
C -0.214 -0.260 -0.952
H 0.548 0.477 3.093
C 1.146 -0.408 -1.766
C 0.815 -0.993 -3.109
N 0.626 1.512 0.424
H 1.843 -1.049 -1.239
O -0.063 -0.090 -3.714
N 0.396 -0.464 2.688
C 0.088 0.281 0.335
H 1.388 1.583 1.091
H 1.750 -1.085 -3.680
H 0.340 -1.979 -3.005
H 1.588 0.581 -1.860
H -4.106 1.488 7.289
H -0.404 -1.665 1.346
*
```

Largest force on an atom: 2.5 eV/Å
E_HOMO (spin up / spin down): -17.62 / -17.71 eV
⟨S²⟩: 0.77
Lowest unoccupied orbital energy (spin up / spin down): -12.70 / -14.21 eV
Relative energy (zero: lowest compared OMol25 entry of this formula, charge and spin): 635.0 kJ/mol

---

Molecular formula: C5H13N2OS4
Method: DFT, the ωB97M-V functional and the def2-TZVPD basis

```
! wB97M-V def2-TZVPD RIJCOSX def2/J DEFGRID3
* xyz 1 1
H -0.044 -0.842 -4.802
H 0.902 3.728 -0.208
H -1.505 -1.201 -3.770
C -3.249 -1.506 2.230
C 1.536 2.952 -0.537
H -2.509 -1.026 2.895
H 2.018 2.676 0.354
S 0.407 -1.051 -2.379
O -0.707 -1.120 -1.164
H -0.847 0.583 -3.778
N -0.096 0.942 -0.145
H 2.995 0.285 2.926
C 2.203 -0.074 2.204
S 2.489 -0.994 0.649
H -3.584 -2.409 2.718
S 0.719 1.528 -1.357
H 1.606 -0.868 2.710
S -2.441 -1.823 0.621
H 3.421 -1.794 1.301
C -0.572 -0.564 -3.831
C -0.790 -0.131 -0.178
N -1.654 -0.471 0.725
H -4.133 -0.832 2.149
H 1.531 0.760 1.933
H 2.304 3.255 -1.266
*
```

Largest force on an atom: 3.2 eV/Å
E_HOMO (spin up / spin down): -11.93 / -11.93 eV
Lowest unoccupied orbital energy (spin up / spin down): -6.11 / -5.99 eV
Relative energy (zero: lowest compared OMol25 entry of this formula, charge and spin): 76.3 kJ/mol

---

Molecular formula: C5H13N2S
Method: DFT, the ωB97M-V functional and the def2-TZVPD basis

```
! wB97M-V def2-TZVPD RIJCOSX def2/J DEFGRID3
* xyz -1 1
H 0.579 -0.667 0.583
S 2.382 2.019 0.930
C -0.336 0.244 -3.009
H -0.101 -3.291 2.058
H 0.851 0.961 -1.118
C -0.280 -2.117 1.871
C 0.908 1.227 1.687
H 0.157 -1.613 2.733
H -1.072 0.389 1.068
H -0.490 2.017 -0.746
N -0.946 0.169 -1.650
C -0.123 0.978 -0.655
H -0.569 1.305 -3.525
H -1.363 -2.126 2.053
H -0.856 -0.785 -1.288
H 0.655 0.115 -3.130
C 0.034 0.345 0.719
N -0.143 -1.566 0.537
H -0.718 -0.423 -3.805
H 0.187 2.036 2.085
H 1.243 0.783 2.601
*
```

Largest force on an atom: 7.3 eV/Å
E_HOMO: -2.76 eV
Lowest unoccupied orbital energy: 3.78 eV
Relative energy (zero: lowest compared OMol25 entry of this formula, charge and spin): 591.0 kJ/mol

---

Molecular formula: C5H13N2S
Method: DFT, the ωB97M-V functional and the def2-TZVPD basis

```
! wB97M-V def2-TZVPD RIJCOSX def2/J DEFGRID3
* xyz 1 3
H -2.155 -0.994 -0.046
C -1.385 0.600 1.077
H -1.908 2.421 0.455
H 2.269 -1.101 -2.714
C 2.812 -2.702 -0.675
H 0.791 -2.018 -2.363
H 0.936 -0.320 -1.842
H -0.621 0.043 1.605
C -2.517 -0.125 0.507
H -3.117 -0.534 1.324
N -1.213 1.868 0.957
H 3.199 -3.062 0.263
H 3.079 -3.203 -1.590
C 1.473 -1.255 -1.987
C -0.105 2.596 1.509
N 2.023 -1.681 -0.710
H -3.146 0.493 -0.129
H 0.681 1.904 1.811
H 0.289 3.292 0.770
H -0.428 3.165 2.384
S 1.567 -0.808 0.619
*
```

Largest force on an atom: 7.4 eV/Å
E_HOMO (spin up / spin down): -9.13 / -12.64 eV
⟨S²⟩: 2.01
Lowest unoccupied orbital energy (spin up / spin down): -4.30 / -5.30 eV
Relative energy (zero: lowest compared OMol25 entry of this formula, charge and spin): 0.0 kJ/mol

---

Molecular formula: C5H13N3
Method: DFT, the ωB97M-V functional and the def2-TZVPD basis

```
! wB97M-V def2-TZVPD RIJCOSX def2/J DEFGRID3
* xyz 0 1
C 1.228 -2.768 0.327
H 0.916 -3.185 1.288
H -0.343 3.121 -1.004
H -1.538 1.121 -1.916
N -0.405 1.231 -0.137
C 0.122 -0.707 1.149
C 0.918 -1.303 0.241
C -1.595 0.692 -0.915
H -1.572 -0.394 -0.985
H 0.470 2.965 0.550
N -0.282 0.641 1.131
N 1.654 -0.610 -0.725
H 1.769 -1.121 -1.583
H -1.113 0.783 1.715
H 1.283 0.318 -0.881
H 2.319 -2.909 0.220
H -0.303 -1.288 1.954
H 0.737 -3.322 -0.472
H -1.308 3.057 0.502
H -2.543 1.005 -0.451
C -0.414 2.671 -0.007
*
```

SMILES: C/C(N)=C/NN(C)C
Largest force on an atom: 1.7 eV/Å
E_HOMO: -6.97 eV
Lowest unoccupied orbital energy: 0.96 eV
Relative energy (zero: lowest compared OMol25 entry of this formula, charge and spin): 170.5 kJ/mol

---

Electronic energy, respectively: -10403.566, -10398.790, -53753.751, -19206.153, -19200.942, -9864.600 eV.